No. 1
271
Properties=species:S:1:pos:R:3:forces:R:3 method="wB97M-V/def2-TZVPD" e_tot_ev=-132091.0202 homo_energy_ev=-8.67 lumo_energy_ev=0.01 mol_weight_g_mol=1470.16
C 1.900 -7.463 -1.652 -0.90 -0.89 -0.76
C 1.146 -7.962 -2.909 1.78 0.17 -0.56
O 2.017 -8.795 -3.749 -1.11 0.34 0.63
H 1.182 -6.804 -1.164 0.28 -0.09 0.62
H 2.825 -6.920 -1.845 -0.17 0.11 -0.40
H 2.176 -8.359 -1.097 -0.17 0.27 0.50
H 0.784 -7.090 -3.453 0.03 0.02 -0.35
H 0.264 -8.563 -2.685 0.29 -0.14 0.23
H 2.744 -8.268 -4.087 -0.05 0.22 0.10
C -2.609 -6.357 4.228 0.99 0.89 -0.61
C -2.140 -4.957 4.695 -0.42 -0.98 0.84
O -2.271 -4.868 6.128 -0.48 0.62 -0.30
H -3.686 -6.460 4.361 0.19 -0.17 0.25
H -2.021 -7.153 4.686 -0.29 -0.02 0.35
H -2.384 -6.446 3.165 -0.19 0.00 -0.24
H -2.804 -4.225 4.236 -0.02 0.19 0.36
H -1.122 -4.667 4.438 0.11 -0.39 -0.36
H -1.594 -5.382 6.573 0.11 -0.11 -0.29
C 0.820 3.524 0.896 1.37 0.61 -0.39
O 0.095 2.508 1.487 -0.92 -0.08 0.47
C -1.028 3.025 2.204 0.09 -0.83 0.76
C -1.686 1.886 2.960 -0.29 0.38 0.87
N -0.920 1.631 4.197 0.02 -0.35 -0.11
C -1.219 0.361 4.856 1.24 0.24 0.46
C -0.280 0.031 6.075 -1.60 -0.20 -0.97
O -0.442 0.860 7.187 0.32 0.65 -0.09
C -1.736 0.723 7.740 0.71 0.36 0.71
H 0.241 4.110 0.182 -0.14 -0.02 -0.18
H 1.720 3.127 0.427 -0.33 -0.48 -0.41
H 1.285 4.219 1.595 -0.44 0.30 0.63
H -1.729 3.578 1.579 0.04 -0.10 -0.34
H -0.707 3.665 3.026 0.34 0.62 -0.21
H -1.903 1.037 2.312 0.42 -0.42 -0.07
H -2.655 2.208 3.341 -0.31 0.24 -0.35
H 0.069 1.714 4.010 0.22 -0.22 -0.14
H -1.030 -0.491 4.203 -0.38 -0.27 -0.38
H -2.261 0.383 5.174 -0.01 -0.24 -0.15
H 0.749 -0.042 5.723 0.15 0.47 0.31
H -0.584 -0.962 6.403 0.10 -0.52 -0.21
H -1.735 1.372 8.615 -0.24 0.17 -0.12
H -1.866 -0.287 8.129 -0.27 -0.31 -0.25
H -2.523 1.007 7.042 -0.07 -0.04 0.13
C -6.875 -4.880 1.144 1.93 -0.67 -0.45
O -6.308 -3.584 1.275 -1.86 -0.85 0.69
C -7.279 -2.675 1.730 1.13 2.29 -0.26
C -6.591 -1.337 1.503 -0.05 2.32 0.74
N -7.495 -0.192 1.840 -0.45 0.11 -1.43
C -7.074 1.179 1.470 0.63 -0.41 0.10
C -6.492 1.417 0.062 0.29 -0.82 0.55
O -5.210 0.782 -0.105 -0.46 0.10 1.01
C -4.778 0.776 -1.426 -0.18 0.07 -0.67
H -7.726 -4.945 0.467 0.01 0.26 -0.12
H -7.094 -5.440 2.053 -0.30 0.61 0.56
H -5.994 -5.393 0.758 -0.43 -0.63 -0.54
H -7.543 -2.721 2.786 0.14 -0.66 0.29
H -8.217 -2.640 1.175 -0.04 -0.50 -0.38
H -6.166 -1.201 0.508 -0.86 -0.28 -0.33
H -5.675 -1.165 2.067 0.27 -0.83 0.64
H -7.696 -0.106 2.826 0.08 -0.65 0.11
H -6.390 1.518 2.248 0.77 0.29 -0.25
H -7.915 1.857 1.613 -0.34 -0.13 -0.36
H -6.389 2.488 -0.112 0.00 0.20 0.04
H -7.162 1.016 -0.699 -0.29 -0.08 -0.09
H -5.493 0.282 -2.083 -0.35 -0.13 -0.12
H -3.850 0.216 -1.541 0.11 0.21 0.40
H -4.667 1.795 -1.796 0.27 0.18 -0.15
C -8.942 -3.501 -3.612 -0.59 0.76 0.47
O -9.930 -2.462 -3.838 1.24 0.01 0.37
C -9.570 -1.171 -3.299 -1.27 0.38 -0.01
C -10.873 -0.307 -3.283 1.70 -0.61 -0.64
N -11.216 0.230 -4.610 -0.67 -0.13 0.96
C -12.573 0.807 -4.555 0.64 0.97 -0.56
C -12.590 2.150 -3.716 -0.59 -1.19 -1.07
O -13.944 2.621 -3.626 0.30 0.01 1.10
C -14.653 2.018 -2.536 -0.16 -0.39 0.01
H -9.315 -4.460 -3.971 -0.19 0.30 -0.26
H -8.787 -3.610 -2.539 0.05 0.02 0.22
H -7.969 -3.290 -4.055 -0.05 0.19 -0.29
H -8.749 -0.671 -3.813 -0.08 -0.13 -0.74
H -9.217 -1.160 -2.267 -0.11 -0.89 0.40
H -10.688 0.524 -2.602 -0.13 -0.05 0.04
H -11.634 -0.971 -2.874 -0.34 0.06 0.16
H -11.279 -0.558 -5.238 0.24 -0.15 -0.22
H -13.352 0.067 -4.375 -0.10 -0.07 1.18
H -12.842 1.059 -5.580 0.20 0.56 -0.13
H -11.960 2.849 -4.265 -0.51 0.28 -0.34
H -12.065 2.111 -2.761 -0.53 -0.45 0.41
H -14.702 0.935 -2.645 0.12 -0.17 -0.12
H -15.686 2.349 -2.435 0.03 0.39 -0.84
H -14.274 2.209 -1.532 0.82 0.28 -0.09
C -2.903 -4.127 -7.512 1.23 -0.04 0.28
O -3.443 -2.897 -7.925 0.04 1.78 0.46
C -2.991 -1.656 -7.249 -0.26 -0.76 -0.01
C -3.787 -0.407 -7.665 -0.01 -1.01 0.35
N -3.569 -0.089 -9.044 0.15 1.76 -0.66
C -4.437 1.033 -9.519 0.15 -2.34 -0.76
C -4.502 1.061 -11.043 -1.09 0.36 -0.51
O -5.105 -0.126 -11.620 0.05 0.26 1.28
C -5.349 -0.029 -13.010 1.55 0.49 0.16
H -1.834 -4.200 -7.715 0.26 0.07 -0.82
H -3.419 -4.955 -7.997 -0.11 0.33 -0.13
H -2.840 -4.351 -6.447 -0.98 0.50 0.57
H -1.961 -1.346 -7.427 0.44 -0.75 -0.70
H -2.991 -1.838 -6.174 -0.55 0.08 0.21
H -3.422 0.424 -7.063 0.28 0.04 0.20
H -4.844 -0.473 -7.406 -0.41 -0.39 -0.02
H -3.623 -0.875 -9.676 -0.37 -0.11 0.15
H -4.187 2.027 -9.146 0.52 -0.15 0.08
H -5.459 0.827 -9.201 -0.35 0.09 0.21
H -3.575 1.353 -11.537 0.44 -0.53 0.04
H -5.171 1.896 -11.251 -0.27 0.24 -0.24
H -4.358 -0.052 -13.462 0.11 0.03 -0.61
H -5.777 0.940 -13.268 -0.48 -0.05 -0.07
H -5.897 -0.878 -13.418 -0.26 0.13 0.54
C 7.877 9.514 1.802 0.36 0.56 -0.21
O 6.852 9.291 2.705 -1.79 -1.01 0.48
C 5.657 8.671 2.190 0.12 -0.48 1.07
C 4.672 8.334 3.356 0.78 1.35 -1.32
N 4.247 9.589 3.998 -1.55 -0.97 1.35
C 3.351 9.378 5.209 0.49 1.11 0.02
C 3.091 10.667 6.110 0.90 -0.74 -0.95
O 4.256 11.362 6.533 0.02 0.23 0.09
C 4.917 10.678 7.608 -0.01 0.18 -1.43
H 8.553 10.123 2.402 0.35 0.18 -0.63
H 7.519 10.017 0.903 -0.03 0.54 -0.03
H 8.416 8.652 1.409 -0.10 -0.62 0.40
H 5.897 7.706 1.742 0.26 -0.10 -0.31
H 5.180 9.299 1.437 -0.01 0.24 0.00
H 5.134 7.534 3.934 0.30 0.30 0.84
H 3.835 7.821 2.883 -0.40 0.30 -0.06
H 5.015 10.210 4.208 0.19 -0.23 0.19
H 3.679 8.541 5.826 0.41 -0.09 0.15
H 2.336 9.103 4.923 -0.02 -0.09 -0.53
H 2.531 10.396 7.006 -0.31 -0.37 -0.06
H 2.479 11.341 5.511 0.22 0.25 0.09
H 4.322 10.731 8.520 -0.05 -0.36 0.05
H 5.894 11.131 7.776 -0.18 0.24 -0.06
H 5.098 9.685 7.198 0.03 -0.46 0.86
C -2.094 -3.576 -0.936 -0.71 0.32 0.90
O -0.804 -3.019 -0.932 -0.72 -0.58 -0.94
C -0.529 -2.328 0.253 1.95 0.86 -1.26
C 0.881 -1.729 -0.043 -0.10 0.71 1.06
N 1.434 -1.032 1.112 0.10 -1.12 0.14
C 2.856 -0.829 0.932 -0.02 1.02 2.42
C 3.362 -0.184 2.245 1.39 -0.78 -0.33
O 2.953 1.148 2.362 0.34 0.96 -0.09
C 3.705 1.918 3.302 -0.55 -0.98 0.82
H -2.412 -4.034 -1.873 0.71 -0.10 -0.03
H -2.852 -2.826 -0.709 -0.12 0.52 -0.14
H -2.202 -4.252 -0.089 0.06 -0.64 -0.10
H -0.511 -2.998 1.112 0.04 0.03 0.22
H -1.226 -1.502 0.397 -0.32 0.01 0.24
H 0.928 -0.936 -0.789 -0.91 -0.54 -1.06
H 1.606 -2.487 -0.338 -0.35 -0.33 0.00
H 0.991 -0.127 1.182 -0.03 0.25 0.21
H 3.110 -0.163 0.107 0.09 0.16 -0.31
H 3.428 -1.750 0.817 -0.39 -0.27 -0.10
H 4.441 -0.331 2.281 0.79 0.91 -0.65
H 3.199 -0.769 3.151 -1.38 -0.23 0.11
H 4.772 1.697 3.275 0.19 0.30 -0.57
H 3.424 1.624 4.313 -0.21 -0.25 0.33
H 3.467 2.982 3.287 0.08 -0.11 -0.77
C 9.796 3.680 2.655 -0.42 0.45 0.29
O 8.988 4.115 1.578 0.16 -1.74 -1.65
C 8.622 2.931 0.740 -1.64 1.21 0.89
C 7.426 3.349 -0.148 2.13 0.68 -1.37
N 8.008 4.211 -1.252 0.02 -0.64 1.62
C 6.957 4.730 -2.038 -1.17 0.06 -1.74
C 7.399 5.659 -3.178 0.55 0.20 1.06
O 7.792 6.865 -2.517 -0.18 0.94 -0.47
C 8.077 7.944 -3.421 -0.92 -0.48 0.21
H 10.271 4.520 3.163 -0.21 0.32 -0.26
H 10.615 3.031 2.345 -0.17 -0.37 -0.04
H 9.097 3.239 3.365 0.45 -0.60 0.34
H 8.268 2.109 1.363 0.04 0.06 0.60
H 9.450 2.509 0.170 0.20 0.59 -0.18
H 6.622 3.863 0.379 0.15 0.16 0.48
H 6.955 2.504 -0.649 0.23 -0.31 0.11
H 8.412 5.018 -0.799 0.53 0.04 0.28
H 6.219 5.274 -1.450 -0.23 0.41 0.18
H 6.400 3.884 -2.440 -0.04 -0.14 -0.39
H 6.602 5.814 -3.905 -0.29 0.22 0.08
H 8.273 5.305 -3.724 0.05 -0.50 -0.05
H 7.217 8.139 -4.061 -0.16 -0.48 -0.51
H 8.951 7.709 -4.028 0.14 0.28 0.03
H 8.115 8.903 -2.906 0.76 -0.35 0.53
C -3.044 -12.564 -6.528 -0.87 1.33 0.37
C -4.197 -12.678 -5.541 -0.05 0.44 0.75
C -5.060 -11.382 -5.385 1.01 0.44 -0.02
O -4.490 -10.492 -4.410 0.16 -1.57 -0.04
C -5.119 -9.266 -4.317 0.56 1.33 0.02
N -5.044 -13.776 -5.959 -0.80 0.10 0.75
H -3.526 -12.102 -7.389 0.50 -0.20 -0.61
H -2.662 -13.560 -6.752 0.33 0.33 0.01
H -2.328 -11.847 -6.126 0.47 -0.27 -0.27
H -3.754 -12.832 -4.557 -0.33 -0.46 0.25
H -6.102 -11.541 -5.106 -0.04 -0.55 -0.10
H -5.015 -10.850 -6.335 -0.33 0.10 -0.41
H -4.972 -8.679 -5.223 -0.15 0.06 -0.42
H -4.589 -8.707 -3.545 -0.06 -0.06 0.17
H -6.179 -9.229 -4.068 -0.25 -0.63 0.02
H -5.467 -13.506 -6.835 -0.08 -0.37 -0.26
H -4.501 -14.619 -6.079 -0.06 -0.01 -0.20
C 0.655 4.919 7.178 1.51 0.24 0.19
C -0.653 5.128 7.860 -0.25 0.52 -0.02
C -0.960 6.590 8.178 1.75 0.10 1.02
O 0.120 7.145 9.000 -0.82 -0.13 -1.51
C -0.207 8.430 9.497 0.13 -1.00 1.24
N -1.743 4.727 6.985 -0.39 -0.79 0.02
H 1.464 5.184 7.858 0.04 0.25 0.06
H 0.801 5.530 6.287 -0.25 -0.01 -0.17
H 0.859 3.872 6.950 -0.41 -0.13 -0.21
H -0.620 4.519 8.763 -0.14 0.14 0.35
H -1.903 6.669 8.719 -0.18 0.03 0.02
H -1.022 7.132 7.235 -0.08 0.15 -0.05
H -0.833 8.213 10.363 -0.49 0.59 0.19
H -0.723 9.118 8.827 0.16 -0.14 -0.35
H 0.707 8.856 9.912 0.04 0.20 -0.34
H -2.387 4.215 7.570 -0.57 0.06 -0.10
H -1.381 4.010 6.373 0.00 -0.17 -0.42
C 6.117 0.676 8.553 0.25 -1.17 -0.02
C 6.416 -0.850 8.712 0.05 -0.87 -0.33
C 6.247 -1.677 7.424 1.03 -0.76 -0.59
O 6.331 -3.125 7.715 -0.60 1.53 -0.12
C 6.162 -4.008 6.593 0.12 0.51 1.36
N 7.723 -1.065 9.305 0.47 0.72 0.58
H 6.266 1.225 9.482 -0.34 -0.38 0.23
H 5.091 0.759 8.194 0.06 0.38 0.02
H 6.806 1.179 7.874 -0.02 -0.28 -0.45
H 5.660 -1.335 9.329 -0.03 0.43 0.68
H 7.100 -1.466 6.779 0.19 0.17 -0.30
H 5.362 -1.385 6.858 -0.47 -0.37 0.13
H 6.341 -4.991 7.027 0.16 -0.06 -0.26
H 6.898 -3.786 5.819 -0.14 -0.04 -0.25
H 5.130 -4.007 6.242 0.00 0.26 -0.35
H 8.457 -0.570 8.820 -0.07 0.12 -0.13
H 8.059 -2.003 9.473 -0.65 -0.18 -0.25
C 3.040 0.477 -9.109 -1.45 -0.23 1.47
C 1.565 0.504 -8.548 -0.04 0.21 -0.38
C 1.387 1.336 -7.213 0.69 -0.65 -1.60
O 2.135 0.759 -6.193 0.32 -0.38 1.93
C 2.058 1.543 -4.977 0.36 0.45 -1.05
N 0.607 1.066 -9.560 0.09 0.16 1.05
H 3.285 1.479 -9.463 0.16 -0.22 -0.26
H 3.187 -0.332 -9.824 -0.25 0.39 -0.43
H 3.689 0.193 -8.280 0.12 0.30 0.12
H 1.217 -0.495 -8.284 0.45 -0.40 0.04
H 0.351 1.295 -6.878 -0.39 0.55 -0.48
H 1.789 2.329 -7.415 -0.51 0.51 0.01
H 2.573 2.482 -5.179 0.52 0.10 0.21
H 2.496 1.036 -4.117 0.10 -0.24 -0.43
H 1.070 1.907 -4.695 -0.58 -0.63 -0.24
H -0.302 0.892 -9.157 -0.50 0.39 0.19
H 0.512 0.544 -10.419 0.83 -0.33 -0.16
C 7.064 -4.925 0.762 -1.42 -0.98 0.73
C 8.483 -4.682 1.142 0.06 0.11 -2.59
C 9.428 -5.414 0.081 -0.45 -0.49 2.59
O 9.417 -6.809 0.269 -0.02 -1.91 -0.11
C 9.819 -7.361 1.515 0.04 0.97 0.53
N 8.673 -3.246 1.102 0.86 0.09 1.01
H 6.769 -4.477 -0.187 0.26 0.19 -0.04
H 6.405 -4.549 1.545 -0.10 0.32 -0.07
H 6.805 -5.981 0.698 0.26 -0.19 -0.14
H 8.708 -5.001 2.160 0.02 -0.17 -0.16
H 10.432 -5.056 0.309 0.37 0.34 -0.58
H 9.103 -5.339 -0.957 0.11 0.76 0.13
H 9.838 -8.448 1.591 -0.48 -0.02 -0.95
H 9.159 -7.008 2.307 -0.06 -0.07 0.18
H 10.833 -7.087 1.804 0.28 0.46 -0.17
H 9.658 -3.144 1.300 0.17 0.90 -0.14
H 8.441 -2.789 0.231 0.06 -0.30 -0.22


No. 2
61
Properties=species:S:1:pos:R:3:forces:R:3 method="wB97M-V/def2-TZVPD" e_tot_ev=-59667.6537 charge=+1 homo_energy_ev=-11.84 lumo_energy_ev=-3.78 mol_weight_g_mol=649.03
C -1.784 2.108 0.431 1.06 -0.24 1.18
O -2.704 2.817 -0.439 1.05 -0.67 -2.72
B -2.680 2.280 -1.754 -1.03 -1.90 3.36
O -2.902 0.915 -1.992 1.46 1.98 -0.25
P -2.377 3.462 -3.240 0.29 0.53 -1.45
C -0.674 3.375 -3.961 1.79 0.13 -0.14
I -0.501 2.709 -6.037 -0.73 0.35 1.31
C 0.483 3.725 -3.278 -1.85 -0.05 0.15
C 0.428 4.232 -1.802 1.30 -0.41 -0.35
I 2.429 3.631 -4.230 -1.32 0.17 0.94
H -1.196 2.878 1.012 -0.80 -0.72 -0.63
H -2.310 1.447 1.174 0.35 0.62 -0.97
H -1.013 1.514 -0.148 -0.97 0.42 0.63
H -2.136 0.367 -1.709 -0.44 -0.12 -0.08
H -2.759 4.798 -2.900 0.28 -0.58 -0.23
H -3.271 3.042 -4.284 0.62 0.40 0.55
H 1.372 3.864 -1.303 -1.05 0.46 -0.41
H 0.503 5.355 -1.766 -0.22 -1.15 -0.05
H -0.423 3.819 -1.199 0.48 0.49 -0.80
O 2.643 6.234 -1.548 0.05 -0.12 0.34
C 3.633 5.955 -0.915 0.26 0.37 -0.24
O 3.524 5.636 0.382 -0.56 -0.30 0.07
C 4.601 5.118 1.178 0.35 0.13 0.20
C 5.457 6.237 1.736 0.01 0.16 -0.11
C 4.999 6.046 -1.537 0.24 -0.53 -0.20
H 5.183 4.383 0.618 -0.02 0.10 -0.08
H 4.134 4.578 2.002 -0.20 0.07 -0.17
H 5.930 6.815 0.942 0.06 -0.09 0.02
H 6.238 5.836 2.384 -0.04 0.00 -0.02
H 4.843 6.932 2.312 0.01 -0.11 0.04
H 5.341 7.081 -1.495 -0.02 -0.05 0.00
H 4.924 5.734 -2.578 -0.11 0.24 0.02
H 5.740 5.398 -1.073 0.04 0.17 0.13
O -0.053 -0.877 -1.591 -0.53 0.51 0.37
C -0.438 -1.735 -0.825 0.44 -0.68 -0.22
O -0.767 -1.404 0.431 -0.20 0.78 -0.12
C -1.401 -2.303 1.357 -0.05 -0.43 0.29
C -0.380 -3.166 2.067 0.23 0.00 -0.08
C -0.470 -3.181 -1.229 -0.69 -0.06 -0.09
H -2.176 -2.892 0.864 0.17 -0.05 -0.08
H -1.910 -1.673 2.089 0.12 0.19 -0.19
H 0.165 -3.801 1.366 -0.15 -0.07 0.01
H -0.866 -3.804 2.806 -0.02 0.03 -0.07
H 0.360 -2.541 2.571 -0.11 0.03 0.04
H 0.526 -3.608 -1.104 -0.03 0.03 0.00
H -0.756 -3.237 -2.280 0.29 0.10 -0.01
H -1.197 -3.780 -0.678 0.46 0.24 -0.06
O -1.971 -5.366 0.052 -0.37 -0.27 0.54
C -2.360 -6.207 0.828 0.23 -0.39 -0.13
O -2.685 -5.858 2.079 -0.16 0.60 -0.07
C -3.323 -6.734 3.021 0.06 -0.34 0.28
C -2.306 -7.594 3.744 0.17 -0.04 -0.12
C -2.399 -7.659 0.436 -0.54 -0.19 -0.20
H -4.105 -7.323 2.539 0.11 0.01 -0.08
H -3.825 -6.088 3.743 0.09 0.16 -0.21
H -1.768 -8.246 3.055 -0.10 -0.05 0.03
H -2.795 -8.215 4.496 0.01 0.04 -0.03
H -1.561 -6.967 4.236 -0.11 0.01 0.04
H -1.405 -8.089 0.565 -0.04 0.02 0.00
H -2.686 -7.724 -0.613 0.25 0.08 0.01
H -3.126 -8.246 0.993 0.16 -0.03 0.14


No. 3
39
Properties=species:S:1:pos:R:3:forces:R:3 method="wB97M-V/def2-TZVPD" e_tot_ev=-48834.9207 spin_multiplicity=6 charge=-2 homo_energy_ev="0.87 / 0.25" lumo_energy_ev="4.90 / 4.22" mol_weight_g_mol=491.41
C 0.663 -0.869 -1.662 -2.98 -2.34 1.60
C 1.432 0.023 -2.314 1.82 2.98 -2.07
C 0.734 1.259 -2.474 1.95 -0.74 -1.37
C 2.844 -0.193 -2.809 -0.54 -0.05 0.23
C -0.538 1.156 -1.920 -2.58 -2.06 1.39
C -0.623 -0.227 -1.288 0.73 0.25 -2.91
C -1.885 -1.025 -1.215 1.60 -0.75 -0.40
C 0.863 -2.344 -1.399 -0.07 0.69 -0.21
C 1.222 2.436 -3.230 0.20 0.32 -0.11
C -1.779 1.910 -2.317 0.55 -0.56 0.25
Ir 0.024 1.093 0.159 0.23 -3.02 -1.03
Cl 0.548 3.153 0.394 1.16 4.60 0.11
Cl 1.960 -0.242 0.633 2.38 -0.89 0.21
O -1.961 0.610 0.481 -1.64 0.47 -0.77
H 3.104 -1.247 -2.737 0.10 -0.03 0.00
H 3.576 0.379 -2.232 -0.10 0.00 0.13
H 2.937 0.118 -3.852 0.01 0.02 -0.10
H 2.084 2.916 -2.754 0.01 0.02 0.02
H 0.435 3.192 -3.318 0.15 -0.07 0.02
H 1.526 2.152 -4.245 0.06 0.06 -0.05
H -1.540 2.927 -2.533 0.08 0.89 -0.18
H -2.536 1.883 -1.543 0.03 -0.12 0.20
H -2.177 1.450 -3.209 -0.33 -0.13 -0.51
H -2.706 -0.403 -1.052 -1.27 0.58 -0.02
H -1.822 -1.772 -0.435 -0.13 -0.31 0.32
H -1.930 -1.514 -2.166 -0.41 -0.69 -0.91
H 1.898 -2.594 -1.188 0.19 0.06 0.12
H 0.578 -2.877 -2.308 -0.12 -0.22 -0.14
H 0.224 -2.700 -0.582 0.11 0.14 -0.04
H -2.142 0.954 1.335 -0.22 0.46 1.48
O -1.886 -3.322 1.524 -1.64 2.67 -0.01
H -2.396 -2.402 1.574 1.64 -2.84 -0.09
C 0.668 0.397 4.297 -0.16 -0.78 -0.31
O 0.615 0.112 2.891 1.60 -0.76 1.49
C -0.175 0.819 2.140 -2.73 1.18 2.87
O -1.103 1.420 2.691 0.26 0.51 0.70
H 0.975 -0.555 4.747 -0.03 0.34 0.06
H -0.293 0.722 4.692 0.03 -0.01 -0.09
H 1.430 1.158 4.447 0.07 0.14 0.16